No. 1
This record from the Open Molecules 2025 dataset describes C4H8F3Ni2O5 as an isolated structure in a non-equilibrium geometry. The level of theory is the ωB97M-V functional and the def2-TZVPD basis.

Summary:
- Gap between HOMO and LUMO (spin up / spin down): 9.13 / 8.62 eV
- Relative energy (zero: lowest compared OMol25 entry of this formula, charge and spin): 1.7186 eV
- LUMO (spin up / spin down): -4.867 / -5.203 eV
- Molecular weight: 310.5 g mol⁻¹

```
! wB97M-V def2-TZVPD RIJCOSX def2/J DEFGRID3
* xyz 1 5
Ni 13.12 -8.23 13.00
Ni 14.41 -10.02 14.51
O 12.89 -8.60 15.00
H 12.10 -8.75 15.55
O 13.03 -10.25 12.87
H 12.61 -11.02 12.42
O 15.01 -8.55 13.23
H 15.85 -8.28 12.80
C 14.15 -14.13 17.32
C 13.27 -13.07 17.98
O 12.01 -12.84 17.36
C 11.88 -12.00 16.25
O 12.89 -11.43 15.70
C 10.48 -11.68 15.83
F 10.34 -12.06 14.55
F 9.53 -12.30 16.53
F 10.37 -10.42 15.92
H 14.38 -13.76 16.32
H 13.64 -15.09 17.26
H 15.15 -14.17 17.75
H 13.81 -12.12 17.93
H 13.03 -13.24 19.03
*
```


No. 2
This record from the Open Molecules 2025 dataset describes F6InNO3P as an isolated structure in a non-equilibrium geometry. The level of theory is the ωB97M-V functional and the def2-TZVPD basis.

Summary:
- Gap between HOMO and LUMO (spin up / spin down): 6.04 / 5.77 eV
- LUMO (spin up / spin down): -15.927 / -16.228 eV
- Molecular weight: 321.8 g mol⁻¹

```
! wB97M-V def2-TZVPD RIJCOSX def2/J DEFGRID3
* xyz 2 2
In -0.65 9.88 10.54
N -2.34 8.46 13.34
O -1.58 7.77 12.63
O -2.95 8.01 14.28
O -2.39 9.65 12.92
P 2.29 10.72 12.78
F 3.82 10.26 12.55
F 2.12 11.22 11.21
F 1.94 9.22 12.18
F 0.67 11.00 12.91
F 2.14 10.09 14.27
F 2.61 12.23 13.38
*
```


No. 3
This record from the Open Molecules 2025 dataset describes C35H31Br3IrN6O as an isolated structure. The level of theory is the ωB97M-V functional and the def2-TZVPD basis.

Summary:
- Gap between HOMO and LUMO (spin up / spin down): 6.88 / 5.38 eV
- LUMO (spin up / spin down): -3.030 / -5.149 eV
- Molecular weight: 983.6 g mol⁻¹

```
! wB97M-V def2-TZVPD RIJCOSX def2/J DEFGRID3
* xyz 1 5
Ir 0.02 0.58 1.85
Br -2.93 6.63 2.75
C -2.39 4.84 2.64
C -2.90 4.02 1.66
C -2.44 2.72 1.59
N -1.53 2.23 2.44
C -1.08 3.02 3.42
C -1.48 4.34 3.55
C -0.14 2.38 4.38
C -0.15 2.72 5.72
C 0.70 2.04 6.58
Br 0.67 2.42 8.40
C 1.54 1.07 6.09
C 1.49 0.80 4.73
N 0.67 1.44 3.89
H -3.64 4.38 0.95
H -2.81 2.03 0.84
H -1.07 4.97 4.34
H -0.84 3.46 6.10
H 2.20 0.51 6.74
H 2.14 0.04 4.30
C 2.00 -4.90 -3.70
C 1.12 -5.07 -2.44
C -0.20 -5.75 -2.84
C 1.85 -5.98 -1.44
C 0.84 -3.70 -1.87
C 1.36 -3.28 -0.63
C 1.05 -2.05 -0.15
Br 1.87 -1.47 1.44
C 0.16 -1.14 -0.85
O -0.25 -0.08 -0.34
C -0.28 -1.53 -2.20
C 0.06 -2.78 -2.62
C -1.07 -0.54 -3.06
C -2.39 -0.14 -2.39
C -0.19 0.71 -3.29
C -1.40 -1.13 -4.43
H 2.23 -5.88 -4.12
H 2.95 -4.40 -3.45
H 1.50 -4.31 -4.47
H 0.00 -6.75 -3.20
H -0.73 -5.20 -3.63
H -0.87 -5.83 -1.98
H 2.00 -6.96 -1.89
H 1.28 -6.11 -0.52
H 2.84 -5.59 -1.19
H 2.01 -3.93 -0.05
H -0.28 -3.10 -3.60
H -2.25 0.32 -1.42
H -3.04 -1.01 -2.27
H -2.91 0.57 -3.04
H 0.11 1.17 -2.34
H -0.74 1.44 -3.87
H 0.72 0.44 -3.84
H -2.03 -2.03 -4.35
H -0.51 -1.38 -5.01
H -1.96 -0.39 -5.00
N -1.03 -0.88 2.95
C -0.76 -1.53 3.90
C -0.38 -2.22 5.01
C 0.30 -3.47 4.84
N 0.87 -4.46 4.65
C -0.56 -1.59 6.29
N -0.67 -1.03 7.29
N 1.16 2.29 0.85
C 1.03 2.93 -0.09
C 0.93 3.76 -1.28
C -0.31 3.95 -1.88
C -0.39 4.72 -3.03
C 0.76 5.29 -3.56
C 1.99 5.09 -2.95
C 2.09 4.32 -1.81
H -1.19 3.48 -1.46
H -1.35 4.87 -3.51
H 0.69 5.89 -4.46
H 2.89 5.54 -3.37
H 3.05 4.16 -1.32
*
```


Repeat the second record exactly.
This record from the Open Molecules 2025 dataset describes F6InNO3P as an isolated structure in a non-equilibrium geometry. The level of theory is the ωB97M-V functional and the def2-TZVPD basis.

Summary:
- Gap between HOMO and LUMO (spin up / spin down): 6.04 / 5.77 eV
- LUMO (spin up / spin down): -15.927 / -16.228 eV
- Molecular weight: 321.8 g mol⁻¹

```
! wB97M-V def2-TZVPD RIJCOSX def2/J DEFGRID3
* xyz 2 2
In -0.65 9.88 10.54
N -2.34 8.46 13.34
O -1.58 7.77 12.63
O -2.95 8.01 14.28
O -2.39 9.65 12.92
P 2.29 10.72 12.78
F 3.82 10.26 12.55
F 2.12 11.22 11.21
F 1.94 9.22 12.18
F 0.67 11.00 12.91
F 2.14 10.09 14.27
F 2.61 12.23 13.38
*
```